No. 1
Below is a molecular structure, C16H22Br12O9 in a non-equilibrium geometry, with properties calculated with ωB97M-V with the def2-TZVPD basis set.

Calculated values
Frontier orbital gap   9.79 eV
HOMO   -0.3826 hartree

```
! RIJCOSX wB97M-V def2-TZVPD def2/J DEFGRID3
* xyz 0 1
C -14.911 -35.976 35.198
C -15.552 -37.206 35.810
C -16.195 -38.173 34.805
O -15.836 -39.456 35.358
C -14.715 -39.329 36.086
O -14.024 -40.214 36.463
O -14.485 -38.014 36.350
H -14.122 -35.565 35.814
H -15.681 -35.219 35.005
H -14.560 -36.193 34.182
H -16.294 -36.967 36.572
H -15.808 -38.083 33.791
H -17.277 -38.121 34.825
C -15.963 -31.085 29.526
C -16.039 -29.982 28.500
C -14.696 -29.703 27.807
O -15.006 -29.777 26.412
C -16.290 -30.146 26.223
O -16.813 -30.278 25.170
O -16.912 -30.323 27.415
H -15.174 -31.806 29.313
H -16.906 -31.529 29.833
H -15.594 -30.626 30.457
H -16.458 -29.094 28.976
H -13.944 -30.455 28.042
H -14.313 -28.708 28.020
C -19.848 -32.461 33.219
C -20.345 -33.245 34.400
C -21.559 -34.156 34.096
O -21.188 -35.437 34.575
C -19.893 -35.433 34.922
O -19.296 -36.396 35.286
O -19.353 -34.217 34.768
H -20.582 -31.704 32.940
H -19.685 -33.128 32.371
H -18.893 -31.993 33.451
H -20.586 -32.651 35.281
H -21.732 -34.181 33.015
H -22.485 -33.835 34.567
C -15.714 -32.786 37.370
Br -16.093 -31.303 38.545
Br -17.227 -33.980 37.308
Br -14.087 -33.662 37.912
H -15.559 -32.414 36.366
C -14.065 -33.197 33.005
Br -13.130 -32.349 31.542
Br -15.895 -32.615 33.104
Br -13.160 -32.835 34.669
H -14.038 -34.266 32.852
C -16.472 -36.518 30.579
Br -17.371 -37.097 28.985
Br -17.719 -36.435 32.055
Br -15.614 -34.805 30.297
H -15.690 -37.219 30.831
C -10.330 -35.182 33.640
Br -10.607 -35.579 35.508
Br -9.523 -36.684 32.745
Br -9.332 -33.569 33.370
H -11.309 -34.987 33.227
*
```

No. 2
Below is a single C18H24N2O3 molecule, with properties calculated with ωB97M-V with the def2-TZVPD basis set.

Calculated values
Energy above the lowest of the compared OMol25 structures with the same formula, charge and spin   30.27 kJ/mol
Frontier orbital gap   8.60 eV
HOMO   -0.3020 hartree

```
! RIJCOSX wB97M-V def2-TZVPD def2/J DEFGRID3
* xyz 0 1
C -4.403 -2.776 1.182
C -4.337 -1.371 0.597
C -2.958 -0.719 0.731
C -1.826 -1.495 0.033
C -2.073 -1.716 -1.456
C -3.007 0.695 0.152
O -3.793 1.050 -0.700
N -2.084 1.531 0.687
C -1.864 2.865 0.176
C -0.917 2.870 -1.038
C 0.375 2.188 -0.711
C 0.703 0.970 -1.198
C 1.918 0.311 -0.845
C 2.278 -0.957 -1.320
C 3.460 -1.538 -0.945
C 4.341 -0.869 -0.076
O 5.481 -1.537 0.222
C 6.420 -0.933 1.079
C 4.006 0.384 0.409
C 2.799 0.973 0.029
N 2.441 2.205 0.502
C 1.271 2.880 0.210
O 1.060 3.967 0.720
H -4.064 -2.777 2.216
H -3.786 -3.470 0.616
H -5.427 -3.140 1.158
H -5.056 -0.733 1.116
H -4.624 -1.383 -0.454
H -2.705 -0.645 1.796
H -1.696 -2.460 0.528
H -0.893 -0.938 0.162
H -2.340 -0.780 -1.941
H -2.882 -2.422 -1.616
H -1.178 -2.115 -1.929
H -1.388 1.158 1.312
H -1.444 3.482 0.971
H -2.834 3.262 -0.129
H -0.723 3.910 -1.305
H -1.405 2.365 -1.872
H 0.034 0.465 -1.880
H 1.607 -1.473 -1.989
H 3.748 -2.512 -1.303
H 5.997 -0.748 2.071
H 6.796 0.007 0.662
H 7.240 -1.642 1.164
H 4.658 0.924 1.078
H 3.074 2.688 1.128
*
```

No. 3
Below is a molecular structure, C22H16BrIN8Pt in a non-equilibrium geometry, with properties calculated with ωB97M-V with the def2-TZVPD basis set.

Calculated values
Energy above the lowest of the compared OMol25 structures with the same formula, charge and spin   0.00 kJ/mol
Frontier orbital gap (spin up / spin down)   7.96 / 6.74 eV
HOMO (spin up / spin down)   -0.5239 / -0.5280 hartree

```
! RIJCOSX wB97M-V def2-TZVPD def2/J DEFGRID3
* xyz 2 3
Pt 17.000 9.294 9.958
N 16.962 9.616 14.231
C 16.924 8.842 13.133
N 16.921 9.593 12.070
C 17.043 10.857 12.563
N 17.054 10.912 13.893
C 17.044 11.936 11.513
C 17.276 13.254 11.732
N 17.249 14.115 10.717
C 16.931 13.674 9.516
C 16.838 12.308 9.269
N 16.909 11.458 10.266
H 16.953 9.434 15.236
H 16.863 7.755 13.267
H 17.633 13.597 12.695
H 16.816 14.376 8.700
H 16.859 11.949 8.249
Br 19.652 8.795 10.370
C 20.493 9.071 8.676
C 21.900 9.025 8.575
C 22.467 9.170 7.288
C 21.651 9.304 6.182
C 20.288 9.234 6.309
C 19.739 9.117 7.569
I 17.666 9.074 7.349
H 22.484 8.929 9.421
H 23.526 9.111 7.182
H 22.129 9.376 5.211
H 19.728 9.481 5.458
N 9.116 3.662 5.631
C 9.519 4.575 6.182
C 10.245 5.648 6.808
C 10.238 5.781 8.211
C 11.099 6.609 8.893
C 12.017 7.341 8.167
C 12.016 7.326 6.784
C 11.163 6.420 6.130
N 12.908 8.206 8.958
C 12.519 9.275 9.710
C 13.688 9.810 10.233
N 14.768 9.053 9.749
C 14.192 8.120 8.948
H 9.516 5.188 8.734
H 10.914 6.770 9.964
H 12.673 7.986 6.127
H 11.238 6.319 4.987
H 11.539 9.602 9.912
H 13.862 10.774 10.749
H 14.747 7.297 8.475
*
```

No. 4
Below is 8 unconnected molecules or ions with the total composition C37H36Br4O13S in a non-equilibrium geometry, with properties calculated with ωB97M-V with the def2-TZVPD basis set.

Calculated values
Frontier orbital gap   8.01 eV
HOMO   -0.3671 hartree

```
! RIJCOSX wB97M-V def2-TZVPD def2/J DEFGRID3
* xyz 0 1
O 4.644 -8.539 -3.204
C 4.315 -7.381 -3.350
C 3.481 -6.675 -2.299
C 3.282 -5.352 -2.342
C 3.462 -4.536 -3.567
O 3.054 -3.398 -3.597
C 4.232 -5.326 -4.598
C 4.570 -6.577 -4.486
H 3.134 -7.151 -1.394
H 2.740 -5.074 -1.450
H 4.624 -4.707 -5.391
H 5.294 -7.000 -5.167
O -4.468 3.401 -7.531
C -4.634 3.101 -6.326
C -3.541 2.872 -5.356
C -3.704 2.672 -4.010
C -5.041 2.416 -3.399
O -5.194 2.104 -2.232
C -6.119 2.646 -4.367
C -5.943 2.867 -5.657
H -2.560 2.831 -5.806
H -2.810 2.431 -3.454
H -7.168 2.621 -4.114
H -6.842 2.908 -6.254
O 3.356 1.172 2.533
C 4.039 0.186 2.333
C 3.529 -0.933 1.544
C 4.295 -2.033 1.221
C 5.701 -2.179 1.676
O 6.300 -3.263 1.597
C 6.177 -1.093 2.527
C 5.331 -0.077 2.939
H 2.507 -0.791 1.224
H 3.741 -2.663 0.540
H 7.193 -1.240 2.864
H 5.691 0.721 3.572
O -3.314 -3.991 3.083
C -4.289 -3.306 3.101
C -4.517 -2.239 2.154
C -5.704 -1.571 2.090
C -6.897 -1.899 2.944
O -7.886 -1.202 2.894
C -6.622 -3.057 3.824
C -5.438 -3.758 3.865
H -3.766 -1.937 1.439
H -5.858 -0.867 1.286
H -7.261 -3.283 4.665
H -5.354 -4.490 4.655
O -4.035 -1.542 6.009
C -2.820 -1.464 5.703
C -1.796 -2.461 5.231
C -0.572 -2.131 4.723
C -0.064 -0.707 4.599
O 0.948 -0.413 4.025
C -0.921 0.205 5.461
C -2.170 -0.182 5.937
H -2.109 -3.488 5.347
H 0.191 -2.811 4.373
H -0.437 1.124 5.758
H -2.564 0.577 6.597
C 2.387 -0.352 -1.920
C 1.465 0.724 -1.379
O 0.474 0.084 -0.637
S -0.816 0.931 -0.076
C -0.047 1.798 1.307
O -1.255 1.990 -1.017
O -1.751 -0.067 0.401
H 2.980 -0.877 -1.172
H 3.042 0.183 -2.608
H 1.863 -1.092 -2.525
H 2.149 1.277 -0.735
H 1.021 1.384 -2.123
H 0.377 1.010 1.930
H -0.845 2.402 1.738
H 0.776 2.422 0.957
Br -0.620 4.607 2.932
C -1.969 5.923 3.712
C -1.421 7.317 4.026
Br -0.003 7.841 2.723
H -2.534 5.468 4.526
H -2.645 6.158 2.890
H -1.010 7.340 5.036
H -2.163 8.115 4.034
Br 3.962 2.676 -3.964
C 5.130 3.765 -5.298
C 4.210 4.190 -6.479
Br 5.327 4.394 -8.062
H 6.006 3.156 -5.518
H 5.454 4.666 -4.775
H 3.600 5.045 -6.190
H 3.440 3.454 -6.713
*
```

No. 5
Below is a molecular structure, C18H20ClNO11P2RuS2, with properties calculated with ωB97M-V with the def2-TZVPD basis set.

Calculated values
Energy above the lowest of the compared OMol25 structures with the same formula, charge and spin   13.07 kJ/mol
Frontier orbital gap (spin up / spin down)   7.51 / 7.05 eV
HOMO (spin up / spin down)   -0.1895 / -0.1855 hartree

```
! RIJCOSX wB97M-V def2-TZVPD def2/J DEFGRID3
* xyz -1 2
Ru 0.155 -0.564 -0.752
C 0.485 -5.597 0.565
C -0.096 -4.593 -0.420
O -0.157 -5.210 -1.720
P -1.837 -4.168 -0.054
O -1.909 -3.672 1.441
O -2.534 -5.602 0.103
O -2.386 -3.283 -1.095
P 0.960 -3.102 -0.536
O 2.400 -3.718 -0.632
O 0.529 -2.385 -1.818
O 0.784 -2.153 0.654
H -0.157 -6.475 0.634
H 0.567 -5.148 1.555
H 1.477 -5.898 0.234
H -0.352 -4.493 -2.346
H -1.756 -2.696 1.430
H -2.490 -6.063 -0.746
H 3.103 -3.085 -0.355
C 2.069 2.179 -1.321
C 1.311 2.160 -0.029
C 1.618 3.217 0.869
C 0.990 3.330 2.062
C -0.030 2.403 2.384
C -0.786 2.472 3.574
C -1.789 1.572 3.797
C -2.090 0.582 2.849
C -1.368 0.476 1.681
S -1.786 -0.675 0.428
C -0.296 1.387 1.453
N 0.415 1.246 0.277
H 1.948 3.173 -1.756
H 1.732 1.437 -2.036
H 3.129 2.019 -1.125
H 2.392 3.912 0.572
H 1.240 4.120 2.759
H -0.558 3.247 4.296
H -2.369 1.623 4.710
H -2.905 -0.108 3.030
O 4.729 0.341 -0.550
Cl 3.703 -0.479 0.018
O 4.221 -1.816 0.242
O 3.222 0.083 1.238
O 2.607 -0.595 -0.947
S -0.699 0.420 -2.567
C -1.175 2.098 -2.246
C -0.649 3.106 -3.053
C -0.993 4.434 -2.842
C -1.867 4.776 -1.820
C -2.410 3.773 -1.026
C -2.078 2.445 -1.242
H 0.045 2.842 -3.841
H -0.568 5.203 -3.476
H -2.128 5.812 -1.646
H -3.101 4.024 -0.230
H -2.513 1.666 -0.628
*
```

No. 6
Below is a molecular structure, C16H28BeBrClFKN4O7 in a non-equilibrium geometry, with properties calculated with ωB97M-V with the def2-TZVPD basis set.

Calculated values
Frontier orbital gap   1.13 eV
HOMO   -0.2269 hartree

```
! RIJCOSX wB97M-V def2-TZVPD def2/J DEFGRID3
* xyz 0 1
C 5.699 -1.321 0.568
C 4.425 -0.476 0.331
O 3.406 -1.050 0.111
O 4.456 0.899 0.387
C 3.867 1.502 -0.762
C 2.514 2.226 -0.348
N 2.513 2.488 1.124
C 1.657 2.010 2.096
N 0.625 1.227 1.846
C -0.279 0.768 2.918
C -1.760 0.682 2.470
C -2.140 -0.593 1.645
C -1.010 -1.143 0.729
C -3.348 -0.183 0.720
N 2.064 2.487 3.328
C 3.161 3.294 3.117
N 3.396 3.267 1.806
C 4.545 4.054 1.194
O 5.664 3.908 1.547
O 4.241 4.902 0.177
H 6.523 -0.705 0.990
H 6.009 -1.858 -0.345
H 5.475 -2.088 1.338
H 4.545 2.313 -1.110
H 3.685 0.797 -1.593
H 2.417 3.179 -0.937
H 1.697 1.557 -0.673
H 0.492 0.979 0.872
H -0.223 1.560 3.700
H 0.095 -0.149 3.423
H -2.053 1.622 1.950
H -2.370 0.660 3.403
H -2.487 -1.389 2.330
H -0.724 -0.466 -0.106
H -0.131 -1.487 1.320
H -1.414 -2.066 0.248
H -4.067 0.350 1.381
H -2.953 0.572 0.003
H -3.778 -1.099 0.246
H 3.696 3.842 3.972
Be 2.785 4.910 5.151
Br 1.971 7.313 6.375
C -1.705 -3.895 -4.763
C -2.175 -2.501 -4.404
O -3.609 -2.418 -4.402
C -4.202 -2.931 -3.334
O -3.700 -3.433 -2.391
O -5.581 -2.807 -3.496
C -6.325 -3.442 -2.420
H -2.147 -4.216 -5.709
H -0.619 -3.922 -4.853
H -2.005 -4.622 -4.007
H -1.828 -1.792 -5.156
H -1.773 -2.175 -3.443
H -5.994 -3.082 -1.445
H -6.209 -4.523 -2.493
H -7.373 -3.188 -2.556
F -4.311 -2.812 0.495
K 2.218 5.316 0.206
Cl -5.551 -0.853 -2.775
*
```